1.
DFT (ωB97M-V/def2-TZVPD) results for a cluster of 11 separate species, C66H77N3O38 in total in a non-equilibrium geometry.

Output
**Electronic energy**: -5584.296133 Ha
**Net charge**: 0
**Multiplicity**: 1
**E_HOMO**: -8.452 eV
**E_LUMO**: -2.0 eV
**Gap between HOMO and LUMO**: 6.41 eV

Last column: Mulliken charge in e.
CARTESIAN COORDINATES (ANGSTROEM)
O (1.4297, -4.4972, -2.2718)  -0.652
O (-0.5903, -4.7546, -0.1462)  0.723
O (1.5799, -0.9308, -1.4488)  -0.748
O (-2.3384, 1.5886, 1.1765)  -0.914
O (-5.7546, 0.2666, -6.0883)  -0.287
O (5.6241, -7.5533, -0.7500)  -0.594
O (2.2353, 7.1572, -2.0289)  -0.640
O (5.0066, 1.6364, 2.7991)  -0.438
O (3.3346, -2.6316, 0.9170)  -0.771
O (-4.1485, 3.4404, 2.2626)  -0.404
O (4.1475, 2.0869, -1.0508)  -0.529
O (-1.9999, -3.2638, 1.1819)  0.053
O (-4.9294, -6.8969, 2.1720)  -0.564
O (-3.1436, -1.2280, -2.7099)  -0.387
O (5.7694, -3.3615, 1.3026)  -0.809
O (1.0087, -6.8033, -1.5624)  -0.682
O (-6.7508, 7.3369, -0.5195)  -0.625
O (0.5780, -2.1568, 0.5562)  0.865
O (5.0369, 3.4538, -2.9614)  -0.657
O (-0.8608, 2.9454, -0.5288)  -0.084
O (-0.5439, 5.0970, 2.0201)  -0.599
O (-3.6536, -8.1328, 0.2845)  -0.664
O (1.3909, -7.1396, 5.4287)  -0.794
O (4.1091, -7.6472, 2.3970)  -0.740
O (-3.0815, 4.1790, 5.8350)  -0.667
O (1.5079, -2.0876, 3.6880)  0.163
O (3.8357, -3.3763, 3.9740)  -0.970
O (0.5391, 2.5804, 2.4156)  -0.121
O (-7.2437, 6.8186, 1.8488)  -0.630
O (-0.7776, -5.9750, 4.6580)  -0.650
O (6.0253, -5.2790, -1.6951)  -0.696
O (1.6863, -6.9446, 1.9890)  -0.626
O (1.3097, 5.7876, -0.0680)  -0.711
O (1.6200, 5.6715, -7.1815)  -0.413
O (3.0346, -0.4568, 7.2615)  -0.509
O (-2.2565, 1.7497, 6.0881)  -0.639
O (-2.1667, 4.3888, -4.2748)  -0.445
O (-3.4288, 4.0047, -0.3293)  0.241
N (-0.1237, 3.4597, -6.0290)  -0.119
N (3.7992, -0.6203, 3.7013)  0.819
N (-5.1066, 0.7021, -3.4603)  -0.020
C (1.5011, -3.3174, 4.0355)  -0.073
C (2.7546, 5.9270, -1.8785)  -0.047
C (2.5191, -5.1430, -1.8588)  0.032
C (-2.9024, 0.1466, -2.4390)  1.065
C (3.4694, -3.8244, 1.2246)  1.831
C (2.6564, -6.0200, 1.7840)  0.046
C (2.2090, 5.2094, -0.6902)  1.325
C (3.2318, -7.4166, -1.0095)  -0.803
C (0.3670, 1.0717, -1.1694)  -0.514
C (0.0164, 3.3975, -4.6196)  -0.523
C (4.5120, -6.9630, -1.1040)  -0.034
C (2.1947, -6.5176, -1.4700)  1.240
C (4.8722, -4.3309, 1.4928)  -0.024
C (1.0169, 3.2663, -6.8333)  -0.901
C (-1.4492, 0.8882, 0.6566)  0.086
C (-1.0030, -0.4655, 1.0661)  -0.684
C (2.7087, 3.8559, -0.3769)  0.354
C (0.3109, -5.2711, 4.4777)  0.220
C (-4.3877, 4.6106, 0.1319)  0.462
C (-6.0978, 6.2509, -0.0686)  0.320
C (-5.7454, 5.0899, 2.1565)  -0.814
C (-1.7493, 2.4363, 5.0917)  0.355
C (-3.1690, -7.0590, 0.6448)  0.743
C (-1.6380, -5.3235, 0.3294)  0.207
C (3.5719, 5.3697, -2.7471)  -1.094
C (-6.4059, 6.0897, 1.3938)  0.975
C (2.8128, -5.3286, 4.8049)  -0.894
C (0.0322, -0.9573, 0.3171)  -0.515
C (-1.9485, -1.9586, -2.8121)  -0.550
C (-3.6660, -4.9028, 1.8157)  -1.595
C (-6.4694, 0.8463, -7.1808)  -0.813
C (-1.8051, 4.7137, 3.9048)  -0.374
C (3.6971, -0.8499, 6.1222)  -0.245
C (-4.3040, 0.7449, -2.2677)  -1.624
C (1.6254, -6.0057, 4.9814)  1.049
C (-0.7797, 1.9893, 4.2546)  -1.177
C (4.0660, -6.4848, 1.9937)  1.094
C (-1.8997, -6.6377, 0.0878)  -0.622
C (2.3634, -4.7587, 1.2868)  -0.059
C (1.7369, -0.8189, 7.4429)  -0.085
C (-3.5357, 4.2939, -4.0470)  -0.300
C (2.0991, 4.3698, -6.7311)  0.042
C (-0.9175, 4.3110, 3.0239)  0.150
C (0.7248, -0.2726, -0.8793)  1.416
C (2.8255, -4.0340, 4.2902)  0.679
C (5.6254, 2.8649, 2.5513)  -0.721
C (3.1992, -0.0526, 4.8990)  -0.037
C (-6.6413, -0.1136, -5.0353)  -0.664
C (-2.4566, -4.3757, 1.1516)  0.690
C (3.6408, 1.4865, 2.3868)  0.867
C (3.6012, 3.3045, -1.1993)  -0.036
C (-1.4199, 3.1666, -4.0342)  -0.191
C (-4.7939, 4.3685, 1.5809)  0.528
C (-3.9569, -6.1767, 1.5877)  0.528
C (4.1446, 4.0187, -2.4029)  0.901
C (-2.2621, 3.8747, 5.0005)  0.912
C (-0.3452, 2.9284, 3.1716)  0.600
C (0.2531, -4.0072, 4.0111)  -1.433
C (3.7473, -4.6215, -1.9459)  -0.465
C (3.2743, 0.0038, 2.4475)  -0.552
C (1.3965, 6.6249, -6.1500)  -0.456
C (-0.5816, 1.6678, -0.3791)  0.108
C (4.8260, -5.5102, -1.6417)  0.945
C (-5.8128, -0.5043, -3.8470)  -0.267
C (-5.1876, 5.4936, -0.6483)  -1.260
C (5.1394, -5.5768, 1.8532)  -1.506
H (-1.6733, 3.2301, -0.0985)  -0.272
H (0.8915, 7.5360, -6.5571)  0.302
H (0.6422, -5.0099, -2.0004)  0.307
H (-0.6341, -3.4648, 3.7988)  0.690
H (-5.0268, 5.5411, -1.7388)  0.251
H (5.7567, 3.0631, 1.4505)  0.128
H (-7.2441, 0.2186, -7.6633)  0.308
H (-1.3031, -1.9629, -1.8469)  -0.030
H (-2.9468, 2.3936, 6.4086)  0.402
H (1.4669, 2.3660, -6.4402)  0.324
H (-4.0354, 5.1992, -4.2556)  0.426
H (-0.6085, -3.8223, 0.2957)  -0.471
H (-6.9636, 1.8245, -6.9236)  0.301
H (2.1111, -7.7471, 2.3406)  0.429
H (4.0216, 5.7225, -3.6465)  0.527
H (4.7000, 1.9749, -1.8890)  0.403
H (-3.6460, 2.8539, 1.6212)  0.333
H (3.4009, 1.0056, 5.0387)  0.474
H (-0.8089, 4.1244, -6.3582)  0.281
H (-3.9631, 3.5287, -4.7005)  0.306
H (5.2342, -2.5619, 1.1531)  0.278
H (-6.5825, -0.7377, -3.0477)  0.265
H (-7.1256, 7.7152, 0.3318)  0.398
H (3.0135, -8.3602, -0.5923)  0.497
H (1.3606, -0.5607, 8.4274)  0.283
H (-2.3554, 0.1627, -1.5106)  -0.403
H (0.5001, 4.2263, -4.1146)  0.105
H (0.7017, 6.3255, -5.3969)  0.135
H (3.7559, -5.8188, 4.9843)  0.423
H (2.3616, 6.9328, -5.7168)  0.239
H (6.4346, -7.0334, -0.9253)  0.447
H (-1.4124, -0.9606, 1.9401)  0.862
H (-1.3256, -7.2316, -0.6914)  0.426
H (-5.7900, 1.0001, -7.9846)  0.281
H (-7.2526, -0.9826, -5.3537)  0.391
H (-6.0604, 4.9452, 3.1342)  0.620
H (-1.2686, -1.5209, -3.5205)  0.390
H (3.7311, -1.7009, 3.6786)  -0.351
H (2.2318, 3.2523, 0.4093)  -0.040
H (4.8211, -0.5762, 3.7767)  0.796
H (2.2310, -0.1406, 2.5380)  -0.047
H (-2.1682, 5.7029, 3.8830)  0.587
H (2.1212, -0.1412, 4.7586)  -0.258
H (1.4041, -2.2356, 0.0281)  -0.683
H (-4.6026, 1.1000, -4.2148)  0.232
H (-1.7896, 2.3317, -4.5965)  0.519
H (4.7868, -0.7274, 6.2297)  0.359
H (-2.4191, 0.6432, -3.2685)  0.300
H (3.4605, -1.8914, 5.9978)  0.117
H (1.3884, -4.4101, 1.0481)  -0.350
H (-4.8029, 0.0558, -1.6253)  0.685
H (6.0877, -5.9258, 2.1322)  0.688
H (0.0487, 4.6095, 1.4332)  0.055
H (3.4483, 1.7429, 1.3412)  -0.684
H (1.1097, -0.2691, 6.6875)  -0.021
H (5.0666, 3.6707, 3.0183)  0.315
H (-7.2878, 0.7580, -4.8899)  0.377
H (-5.1009, -1.3601, -4.0559)  0.186
H (2.9277, 2.0986, 2.9822)  0.406
H (3.8342, -3.5581, -2.2348)  0.442
H (-4.2996, 1.7326, -1.7786)  -0.174
H (2.8937, 4.1034, -7.4220)  0.444
H (0.7510, 3.1771, -7.8623)  0.438
H (-4.9040, -7.7612, 1.7658)  0.360
H (1.5943, 7.2381, -1.3109)  0.378
H (2.4981, 4.4870, -5.7075)  -0.178
H (0.7404, 2.5778, -4.3172)  0.326
H (-2.0514, -3.0123, -3.0590)  0.367
H (1.7242, -1.9734, 7.2725)  0.112
H (3.6224, -0.5205, 1.5671)  0.274
H (-0.3923, -6.8663, 4.9719)  0.400
H (-0.3996, 0.9202, 4.3140)  0.436
H (-1.3065, 2.9552, -2.9691)  -0.142
H (-3.8424, 4.1085, -2.9688)  -0.304
H (1.0086, 1.5727, -1.8685)  0.835
H (6.5909, 2.7758, 2.9643)  0.340
H (-4.2033, -4.3541, 2.5606)  0.517

***

2.
DFT (ωB97M-V/def2-TZVPD) results for a cluster of 3 separate species, C4H12NO2S in total in a non-equilibrium geometry.

Output
**Electronic energy**: -762.689037 Ha
**Relative energy (zero: lowest compared OMol25 entry of this formula, charge and spin)**: 170.1 kcal per mole
**Net charge**: 0
**Expectation value of S²**: 1.7616
**Multiplicity**: 2
**E_HOMO (spin up / spin down)**: -8.348 / -8.031 eV
**E_LUMO (spin up / spin down)**: -2.1 / -2.8 eV
**Gap between HOMO and LUMO (spin up / spin down)**: 6.27 / 5.23 eV

Last column: Mulliken charge in e.
CARTESIAN COORDINATES (ANGSTROEM)
S (-0.4768, 1.2574, -1.8916)  -0.124
O (2.3534, -1.4370, 0.6193)  -0.437
O (-0.9801, 2.2312, 2.6752)  -0.495
N (-0.1196, -1.6677, -0.2266)  -0.387
C (0.2952, 0.6891, -0.3215)  -0.631
C (-0.4005, -0.2622, 1.9424)  -0.993
C (-0.4580, -0.4324, 0.3766)  0.119
C (0.0183, -1.7486, -1.7711)  -0.597
H (-1.6337, -0.1172, 0.0473)  0.277
H (0.0045, 1.6196, 0.2488)  0.341
H (-1.6533, 2.4197, 1.9535)  0.364
H (1.0623, -1.8160, -2.1098)  0.239
H (-0.9072, 0.8325, 2.0328)  0.140
H (0.6134, 0.0700, 2.2379)  0.288
H (-0.5008, -0.7962, -2.1823)  0.183
H (1.4225, 0.6845, -0.2697)  0.364
H (-0.7615, -1.0315, 2.6577)  0.356
H (-0.5145, -2.6475, -2.0711)  0.279
H (2.8285, -1.6558, 1.4649)  0.289
H (0.7889, -1.8362, 0.1267)  0.426

***

3.
DFT (ωB97M-V/def2-TZVPD) results for a cluster of 2 separate species, C6H14NS in total in a non-equilibrium geometry.

Output
**Electronic energy**: -689.797432 Ha
**Relative energy (zero: lowest compared OMol25 entry of this formula, charge and spin)**: 111.6 kcal per mole
**Net charge**: -1
**Multiplicity**: 1
**E_HOMO**: -2.819 eV
**E_LUMO**: 3.6 eV
**Gap between HOMO and LUMO**: 6.40 eV

Last column: Mulliken charge in e.
CARTESIAN COORDINATES (ANGSTROEM)
S (2.6146, 0.6481, -0.2220)  -0.581
N (-1.5818, -0.9756, 0.4594)  -0.862
C (0.5484, -1.1763, -0.8722)  -0.728
C (-3.3925, 0.8601, -1.4563)  -0.966
C (-0.7816, 0.0418, 0.9344)  1.592
C (0.1840, -1.1201, 0.6432)  -1.037
C (1.3592, 0.1084, -1.3393)  -0.664
C (-0.8725, 0.5348, 2.3530)  -1.871
H (1.7096, -0.2089, -2.2982)  0.347
H (-2.7387, 1.7958, -1.5129)  0.219
H (-3.5308, 0.8899, -0.3357)  0.209
H (0.5723, 0.8514, -1.5043)  0.184
H (-1.7203, 0.0502, 2.7398)  0.476
H (-4.3829, 0.9504, -1.8199)  0.350
H (-0.0237, 0.3326, 2.9328)  0.396
H (-1.0169, 1.5667, 2.3713)  0.395
H (-0.7894, 0.9515, 0.2617)  0.073
H (1.1854, -0.8026, 1.1038)  0.334
H (-0.4331, -1.2541, -1.4455)  0.241
H (1.1337, -2.0734, -1.0595)  0.346
H (-0.1317, -2.0901, 1.1458)  0.354
H (-2.8644, 0.0085, -1.8197)  0.194

***

4.
DFT (ωB97M-V/def2-TZVPD) results for a structure of composition C6H14.

Output
**Electronic energy**: -236.826724 Ha
**Relative energy (zero: lowest compared OMol25 entry of this formula, charge and spin)**: 115.9 kcal per mole
**Net charge**: 0
**Multiplicity**: 1
**E_HOMO**: -6.902 eV
**E_LUMO**: 1.1 eV
**Gap between HOMO and LUMO**: 8.01 eV

Last column: Mulliken charge in e.
CARTESIAN COORDINATES (ANGSTROEM)
C (0.0011, 0.0335, 0.0642)  0.828
C (1.3354, -2.0440, -0.7214)  -1.333
C (-1.2335, 2.0907, 1.0102)  -1.311
C (-0.6109, 0.2610, -1.2915)  -1.419
C (-0.1831, 1.0153, 1.0784)  -0.563
C (1.2799, -0.7784, 0.1270)  -0.540
H (-1.0767, -1.2849, 0.4490)  0.117
H (-0.8225, -0.2417, 1.0469)  -0.107
H (0.4956, -2.7029, -0.4812)  0.370
H (-1.2211, 2.6783, 1.9326)  0.343
H (1.3048, -1.8202, -1.7932)  0.306
H (-1.0912, 2.7928, 0.1769)  0.298
H (1.4825, -1.0167, 1.1767)  0.337
H (-1.5958, 0.7239, -1.2146)  0.385
H (-2.2512, 1.6789, 0.9124)  0.360
H (2.0670, -0.0762, -0.1845)  0.369
H (0.5016, 0.9867, 1.9212)  0.395
H (2.2677, -2.5836, -0.5261)  0.381
H (0.0518, 0.9555, -1.8266)  0.363
H (-0.7014, -0.6680, -1.8564)  0.422

***

Q: The highest multiplicity belongs to which entry?
A: C4H12NO2S

***

Q: Among the records above, which one has the highest multiplicity?
A: C4H12NO2S

***

Q: Which of these has the lowest electronic energy?
A: C66H77N3O38

***

Q: Which formula does entry 4 have?
A: C6H14